A molecular structure, C37H45N4O7S4Tl, computed with wB97M-V/def2-TZVPD.

Calculated values
- energy relative to the best compared isomer or geometry (same formula, charge and spin) (kcal/mol) = 50.2
- charge = 0
- HOMO energy (alpha / beta) (eV) = -7.4 / -7.5
- DFT total energy (Eh) = -3947.7801
- spin multiplicity = 1

The geometry in XYZ format:
```
98
Properties=species:S:1:pos:R:3:forces:R:3:mulliken_charge:R:1
Tl 0.4774 0.3223 -0.2385 -0.1 -0.3 0.2 0.597
C 0.9281 4.6246 0.8513 0.0 0.0 0.0 -0.188
O 1.8081 5.2654 -0.0741 0.0 -0.2 0.2 -0.533
C 2.4068 4.5902 -1.0921 0.0 0.4 -0.2 -0.164
C 3.0587 5.3695 -2.0061 -0.1 0.0 0.1 -0.471
C 3.7227 4.8040 -3.1149 0.0 -0.4 -0.1 -0.664
C 3.6900 3.4508 -3.3168 0.2 0.5 -0.2 -1.085
C 3.0285 2.5894 -2.4167 -0.2 -0.5 0.1 0.655
C 3.0691 1.2024 -2.7201 0.3 0.5 -0.4 -0.927
N 2.4361 0.2273 -2.1180 -0.2 -0.2 0.7 0.591
N 2.6846 -0.9690 -2.6137 0.6 0.2 -0.5 -0.788
C 2.3217 -1.9982 -1.8052 -0.6 -0.2 0.5 0.356
O 1.7739 -1.8988 -0.6923 0.3 0.2 -0.4 -0.489
C 2.6331 -3.3567 -2.3454 0.1 0.0 -0.1 0.434
C 3.3124 -3.5288 -3.5510 -0.1 0.0 0.1 -0.193
C 3.5965 -4.8043 -4.0152 0.0 0.0 0.0 -0.707
C 3.1975 -5.9161 -3.2853 0.0 0.0 0.0 -0.407
C 2.5161 -5.7502 -2.0866 0.0 0.0 0.0 -0.908
C 2.2444 -4.4760 -1.6133 0.0 0.0 0.0 -0.270
C 2.4167 3.1388 -1.2110 0.1 -0.1 0.0 1.020
O 1.9849 2.4218 -0.2823 0.1 0.0 0.0 -0.063
H 0.3968 5.4319 1.3520 0.0 0.0 0.0 0.340
H 1.4756 4.0333 1.5827 0.0 0.0 0.0 -0.138
H 0.2106 3.9763 0.3577 0.0 0.0 0.0 0.082
H 3.0459 6.4421 -1.8560 0.0 0.0 0.0 0.485
H 4.2485 5.4459 -3.8085 0.0 0.0 0.0 0.388
H 4.1587 3.0227 -4.1947 0.0 0.0 0.0 0.402
H 3.7318 0.9254 -3.5448 -0.1 -0.1 0.0 0.270
H 3.6086 -2.6502 -4.1059 0.0 0.0 0.0 0.468
H 4.1333 -4.9276 -4.9475 0.0 0.0 0.0 0.400
H 3.4166 -6.9128 -3.6483 0.0 0.0 0.0 0.399
H 2.1978 -6.6145 -1.5168 0.0 0.0 0.0 0.457
H 1.7350 -4.3369 -0.6688 0.0 0.0 0.0 0.546
C 4.6177 3.1580 1.8324 -0.1 -0.1 0.0 -1.201
N 3.5793 2.2320 2.2328 0.1 0.2 -0.2 -0.084
C 3.4296 0.9866 1.7468 0.1 -0.1 0.5 0.215
S 2.1011 0.0684 2.2789 0.0 0.0 -0.1 -0.342
N 4.4071 0.5250 0.9620 -0.1 0.0 -0.2 -0.006
C 4.5330 -0.8381 0.4755 0.1 0.0 0.0 -0.906
H 4.4965 4.0802 2.3940 0.0 0.0 0.0 0.344
H 4.5646 3.3964 0.7646 0.0 0.0 0.0 0.353
H 5.6051 2.7515 2.0632 0.0 0.0 0.0 0.434
H 2.7759 2.5832 2.7219 0.0 -0.1 0.0 0.281
H 5.0906 1.1853 0.6308 0.0 0.0 0.0 0.231
H 3.6605 -1.4058 0.7805 0.0 0.0 0.0 0.198
H 5.4292 -1.3012 0.8926 0.0 0.0 0.0 0.360
H 4.5997 -0.8498 -0.6121 0.0 0.0 0.0 0.260
O -2.3451 8.6507 1.5277 0.0 0.1 0.0 -0.486
C -3.0043 7.5642 1.9814 0.0 0.0 0.0 0.579
O -3.6537 7.6439 2.9842 0.0 0.0 0.0 -0.552
C -2.8673 6.2917 1.2017 0.0 -0.1 0.0 0.871
C -3.4090 5.1420 1.7770 0.1 0.1 0.0 -0.657
C -3.3029 3.9179 1.1445 0.0 -0.1 0.1 -0.396
C -2.6538 3.8338 -0.0823 0.0 0.2 -0.1 0.689
S -2.5249 2.2904 -0.9324 -0.5 0.0 0.4 0.311
C -2.1310 4.9776 -0.6784 0.1 -0.1 -0.1 -1.265
C -2.2379 6.1977 -0.0382 0.0 0.1 0.1 -0.630
H -1.8430 8.4613 0.7289 0.0 -0.1 0.0 0.288
H -3.9079 5.2397 2.7315 0.0 0.0 0.0 0.468
H -3.7191 3.0193 1.5830 0.0 0.0 0.0 0.463
H -1.6356 4.9084 -1.6411 0.0 0.0 0.0 0.382
H -1.8280 7.0706 -0.5337 0.0 0.0 0.0 0.217
C -5.6709 -1.0539 2.6282 -0.1 0.2 0.0 -1.182
C -4.7633 0.0856 2.1803 0.3 -0.4 -0.1 -0.492
S -3.1946 -0.5493 1.5057 0.1 -0.2 0.6 0.200
O -3.5112 1.4031 -0.2224 0.1 0.4 -0.9 -0.424
C -2.2350 -0.6660 3.0457 -0.2 0.0 -0.2 -0.256
C -1.7839 0.6905 3.5715 0.2 -0.2 0.0 -0.949
H -6.5927 -0.6683 3.0729 0.0 0.0 0.0 0.393
H -5.1725 -1.6755 3.3735 0.0 0.0 0.0 0.258
H -5.9331 -1.6818 1.7770 0.0 0.0 0.0 0.285
H -4.5376 0.7561 3.0101 -0.1 0.1 -0.1 0.236
H -5.2135 0.6576 1.3705 0.0 0.1 0.1 0.361
H -1.3797 -1.2903 2.7851 0.0 0.0 0.1 0.147
H -2.8423 -1.1874 3.7890 0.1 -0.1 0.0 0.386
H -1.1732 1.2087 2.8300 0.0 0.0 0.0 0.077
H -1.1745 0.5526 4.4682 0.0 0.1 0.0 0.378
H -2.6331 1.3254 3.8279 0.0 0.0 0.0 0.309
C -3.1142 -8.4836 0.4815 0.1 0.1 0.0 -1.456
C -2.5516 -7.1391 0.0992 0.0 0.0 0.1 1.132
C -2.0467 -6.9032 -1.1762 0.0 0.0 0.0 -0.931
C -1.5369 -5.6592 -1.5200 0.0 0.0 0.0 -0.561
C -1.5463 -4.6369 -0.5837 0.2 -0.1 -0.2 -0.052
C -2.0209 -4.8548 0.6974 0.0 0.1 0.1 -0.288
C -2.5241 -6.1023 1.0316 0.0 0.0 -0.1 -0.702
S -0.9213 -3.0070 -1.0291 -0.9 -0.1 0.1 0.646
C -2.4371 -2.5354 -1.9239 0.3 0.0 0.0 -1.231
O -0.9702 -2.2149 0.2319 0.3 0.1 0.0 -0.395
H -3.0163 -9.1986 -0.3341 0.0 0.0 0.0 0.346
H -4.1706 -8.3949 0.7401 0.0 0.0 0.0 0.327
H -2.5938 -8.8815 1.3540 0.0 0.0 0.0 0.341
H -2.0544 -7.6988 -1.9128 0.0 0.0 0.0 0.296
H -1.1332 -5.4842 -2.5125 0.0 0.0 0.0 0.455
H -1.9890 -4.0385 1.4104 0.0 0.0 0.0 0.466
H -2.9090 -6.2778 2.0298 0.0 0.0 0.0 0.400
H -3.2761 -2.6229 -1.2358 0.0 0.0 0.0 0.358
H -2.5493 -3.1971 -2.7828 0.0 0.0 0.0 0.466
H -2.3210 -1.5015 -2.2495 0.0 0.0 0.0 0.339
```
Forces are in eV/Å.